58
Properties=species:S:1:pos:R:3:forces:R:3:lowdin_charge:R:1 method="wB97M-V/def2-TZVPD" s_squared=3.757 homo_energy_ev="-11.9 / -11.9" lumo_ev="-3.33 / -3.48" de_lowest_kj_mol=121.29 homo_lumo_gap_ev="8.568 / 8.450" multiplicity=4 charge=+1
Co 0.258692 0.141895 0.686852 -0.041 0.152 0.013 0.8568
C 3.152849 -3.174139 0.958399 -0.010 -0.010 -0.054 0.0052
C 2.251091 -2.051811 0.546250 -0.031 0.005 -0.038 -0.2380
N 1.810455 -1.146930 1.325423 0.045 -0.014 0.080 0.0352
C 2.076405 -1.217013 2.764819 -0.036 0.006 -0.029 -0.1658
C 1.438254 -0.012373 3.418090 -0.071 -0.014 -0.057 -0.1784
N 0.087466 0.166571 2.873336 0.045 0.051 0.082 -0.1064
C -0.565295 1.394238 3.345505 0.035 -0.031 -0.058 -0.1604
C 0.165269 2.584621 2.754082 0.031 0.001 0.037 -0.1810
N 0.307337 2.412640 1.291775 0.011 -0.074 -0.036 -0.0646
C -0.709118 3.163688 0.518701 -0.040 -0.055 0.012 -0.1733
C -1.649894 2.221297 -0.199743 0.011 0.094 -0.032 -0.1497
N -0.873008 1.227693 -0.971117 0.054 -0.118 0.017 -0.1515
C -1.728403 0.166811 -1.597549 0.009 -0.003 -0.158 -0.2857
C -3.063999 0.650385 -2.141273 0.009 -0.001 0.001 -0.0013
C 0.171591 -1.254183 -2.328581 -0.053 0.077 -0.004 -0.2326
C 0.728561 -2.033290 -3.365497 0.007 -0.012 -0.061 0.0310
C 1.827181 -2.799535 -3.110912 -0.014 0.014 0.035 -0.0140
C 2.355389 -2.810814 -1.816560 0.042 -0.039 -0.060 -0.0006
C 1.766763 -2.022729 -0.862423 -0.026 0.033 0.046 -0.1934
N 0.703762 -1.215948 -1.110917 0.072 -0.082 0.088 0.1482
H 2.662596 -4.128363 0.759430 0.008 -0.001 0.001 0.1127
H 3.423501 -3.133956 2.006853 -0.021 0.011 0.008 0.0747
H 4.071239 -3.151036 0.370383 0.003 0.004 0.014 0.0994
H 3.146061 -1.230250 2.977886 0.007 -0.008 -0.006 0.1300
H 1.639826 -2.137757 3.160957 -0.012 -0.011 -0.018 0.1418
H 2.036003 0.865403 3.173737 -0.007 0.030 0.011 0.1113
H 1.434904 -0.118258 4.506470 -0.005 -0.002 0.010 0.1378
H -0.501929 -0.627826 3.122460 -0.007 -0.002 0.020 0.1038
H -0.578255 1.457416 4.437777 0.024 0.014 0.004 0.1357
H -1.598418 1.363908 2.999861 -0.024 -0.001 0.007 0.1198
H 1.155268 2.685836 3.195230 0.029 -0.008 -0.009 0.1120
H -0.367680 3.506807 2.990812 -0.005 -0.004 -0.012 0.1231
H 1.220792 2.746566 1.011010 -0.019 0.044 -0.019 0.1212
H -0.211125 3.811773 -0.196384 0.011 0.005 0.000 0.1152
H -1.298238 3.797805 1.182321 0.006 -0.019 0.027 0.1246
H -2.296480 2.800580 -0.865634 0.009 -0.007 0.005 0.1323
H -2.273545 1.670806 0.502200 -0.005 -0.022 -0.007 0.1106
H -3.731479 0.891645 -1.316224 0.008 0.003 -0.005 0.0944
H -3.523483 -0.161269 -2.705786 -0.004 0.002 0.005 0.1049
H -2.972850 1.518531 -2.793032 -0.002 -0.001 0.001 0.0870
H 0.265886 -2.033419 -4.341410 0.006 0.002 0.008 0.1214
H 2.264878 -3.408387 -3.890059 0.000 -0.002 0.003 0.1250
H 3.204008 -3.432303 -1.579740 -0.002 -0.003 -0.002 0.1123
F -1.222401 -1.372256 0.967221 -0.012 0.058 -0.038 -0.0055
B -2.508877 -1.315362 1.719312 0.045 0.057 -0.001 -1.2024
F -2.953366 0.009843 1.573452 0.039 -0.033 0.019 0.1105
F -2.174922 -1.575755 3.046062 -0.038 -0.006 -0.034 0.1369
F -3.355909 -2.213798 1.154985 -0.009 -0.040 0.020 0.1933
I -0.666504 2.271155 -5.898527 -0.001 -0.004 0.012 0.9626
C -0.538601 1.255724 -4.091662 0.075 0.099 0.048 -0.7078
C -1.045601 0.044211 -3.928404 -0.046 -0.027 -0.010 -0.1831
N -0.959203 -0.512824 -2.619611 -0.006 -0.056 0.063 -0.0130
N 0.066225 1.942032 -1.739732 -0.070 0.006 0.125 0.0957
C 0.185770 1.955366 -3.007339 -0.053 -0.060 -0.093 -0.1707
H -1.555322 -0.506877 -4.709275 0.014 -0.007 0.009 0.1251
H -1.928601 -0.548055 -0.804314 0.019 0.006 0.018 0.1273
H 0.974461 2.621250 -3.349943 -0.001 0.004 -0.007 0.1006

***

101
Properties=species:S:1:pos:R:3:forces:R:3:lowdin_charge:R:1 method="wB97M-V/def2-TZVPD" homo_energy_ev=-6.6 lumo_ev=2.12 homo_lumo_gap_ev=8.751 multiplicity=1 charge=-1
B -1.441937 -1.183439 1.902020 -0.945 -0.210 -0.258 -1.3799
F -2.756787 -1.352419 2.381300 -0.223 -0.036 -0.119 0.0888
F -1.005037 -2.336179 1.271580 0.182 -1.013 -0.639 0.1268
F -1.421297 -0.142319 0.975380 0.106 0.692 -0.103 0.1087
F -0.601387 -0.941759 2.943890 1.137 0.689 1.438 0.1491
C 6.928203 3.372031 3.028860 -1.667 -0.826 1.171 -0.0760
O 5.641023 4.002841 3.296970 1.433 0.306 -0.269 -0.2098
C 5.589543 5.288131 2.704110 -0.647 -0.168 -0.396 -0.2297
C 5.463053 5.160531 1.173290 -0.428 -0.840 0.267 -0.1905
N 4.400743 4.154311 0.885910 -1.007 0.471 -0.496 -0.0342
C 3.039363 4.755761 0.810460 1.798 1.642 -1.197 -0.2222
C 1.962483 3.777141 0.671100 -0.721 -1.847 1.174 -0.2335
O 1.859913 3.065001 1.897170 -0.457 1.068 0.454 -0.2044
C 1.060833 1.913211 1.797060 0.344 0.052 0.026 -0.1071
H 6.937793 2.916881 2.038490 0.212 0.221 -0.067 0.0864
H 6.896293 2.578171 3.775090 0.377 -0.302 -0.262 0.0867
H 7.801973 3.978181 3.268060 -0.144 0.467 -0.307 0.0820
H 6.414093 5.870881 3.114740 0.192 0.351 -0.421 0.1128
H 4.649533 5.746761 3.010940 0.011 -0.010 0.438 0.1092
H 6.388253 4.843721 0.691890 0.099 -0.168 0.128 0.0970
H 5.209823 6.107801 0.697220 -0.162 0.128 0.148 0.1094
H 4.251133 3.551431 1.682310 0.921 -0.432 0.264 0.0837
H 2.951083 5.326531 -0.113940 0.364 0.431 -0.167 0.1161
H 2.977823 5.472791 1.629110 -0.904 -0.005 0.247 0.1136
H 2.198683 3.054901 -0.110370 0.332 -0.062 -0.365 0.1170
H 0.974033 4.159771 0.416800 -0.015 0.616 -0.025 0.1279
H 0.703463 1.643731 2.790930 0.651 -0.409 0.083 0.0567
H 1.754843 1.241511 1.291810 -0.710 -1.139 0.135 0.0887
H 0.120873 2.018401 1.255300 0.088 0.330 -0.572 0.0863
C 1.610903 -0.058949 -1.734440 -0.715 0.755 -0.086 -0.0787
O 0.529143 -0.619609 -2.480860 0.841 -0.817 -0.441 -0.1896
C -0.763357 -0.677649 -1.919310 -1.343 1.224 -0.043 -0.2091
C -1.854127 -1.197889 -2.889020 1.124 -0.356 -0.103 -0.2012
N -1.844527 -0.452689 -4.139330 -0.332 -0.331 -0.677 -0.0511
C -2.549827 -1.190129 -5.223160 1.327 0.640 -0.331 -0.1679
C -2.163017 -0.644179 -6.636890 -1.786 -0.487 -0.138 -0.2157
O -0.951647 -1.154549 -7.138000 0.621 -0.842 1.591 -0.1998
C -0.247017 -0.397339 -8.053080 0.303 0.048 -0.024 -0.1362
H 2.440543 0.131871 -2.415170 0.013 -0.645 -0.084 0.0909
H 1.923503 -0.601779 -0.842410 -0.023 -0.561 -0.158 0.0676
H 1.401773 0.943341 -1.360570 -0.623 0.250 0.075 0.0690
H -1.093357 0.350141 -1.768220 0.109 0.420 0.481 0.1190
H -0.832497 -1.164889 -0.946730 0.267 -0.261 -0.102 0.0904
H -2.842527 -1.127769 -2.434860 0.087 0.216 0.294 0.1037
H -1.711407 -2.258869 -3.094080 0.160 -0.416 0.063 0.1098
H -0.877357 -0.328179 -4.402340 0.208 -0.046 -0.161 0.0936
H -3.613237 -1.196609 -4.983970 -0.150 0.465 -0.487 0.1193
H -2.296407 -2.249339 -5.267390 0.364 -0.348 0.247 0.1085
H -2.289457 0.436621 -6.699970 0.605 0.286 0.234 0.1176
H -2.858407 -1.040189 -7.376960 -0.895 0.064 0.224 0.1132
H 0.524943 -1.046169 -8.466830 -0.030 -0.010 -0.095 0.0861
H 0.264473 0.420371 -7.545300 -0.064 0.468 -0.203 0.0866
H -0.892127 -0.059019 -8.863930 -0.004 0.325 -0.174 0.0843
Br -0.495417 3.466341 4.978300 -0.335 -0.688 0.282 0.6076
C -1.432487 1.770121 5.399030 -0.970 -0.049 -0.835 -0.6511
C -2.925587 1.906261 5.006990 0.527 0.690 0.477 -0.6962
Br -3.832757 0.224331 5.391530 0.110 0.281 -0.217 0.6367
H -1.276657 1.482341 6.438740 -0.059 0.398 -0.099 0.0531
H -1.027767 0.991471 4.752490 0.318 0.177 0.043 0.0324
H -3.040847 2.216231 3.968370 0.165 -0.684 -0.145 0.0450
H -3.463757 2.687711 5.543470 0.235 -0.206 0.418 0.0442
C 2.355113 -4.198159 -1.051150 -1.524 1.329 -0.275 -0.0956
C 0.974053 -3.732809 -0.555300 0.583 0.460 2.115 -0.1105
O 0.096033 -4.758679 -0.970270 -1.575 0.536 -0.170 0.0869
C 0.769043 -5.859959 -1.197060 -1.570 -3.643 -0.286 -0.5507
O 0.275373 -7.010859 -1.266160 1.953 3.963 0.051 0.0869
O 2.053463 -5.543519 -1.330780 1.782 -1.729 -0.669 0.0682
H 3.199983 -4.137769 -0.365110 -0.315 0.007 0.129 0.1279
H 2.537993 -3.558819 -1.914800 0.579 -0.725 -0.563 0.1313
H 0.621293 -2.735379 -0.817590 0.101 -0.368 -0.530 0.1101
H 0.951263 -3.770369 0.533810 -0.080 0.177 0.135 0.1092
C 2.524153 -2.009029 2.114330 -0.116 0.944 0.290 -0.1159
C 2.891073 -1.473129 3.478830 -1.049 -1.477 0.532 -0.1034
O 4.087513 -0.782489 3.294030 0.331 -0.425 3.916 0.1186
C 4.344633 -0.628419 2.076240 2.947 3.237 -4.685 -0.5795
O 5.312763 0.050761 1.670870 -2.975 -2.463 0.554 0.0893
O 3.352183 -1.174689 1.304400 0.726 0.089 -1.073 0.0358
H 1.459473 -1.803909 2.002660 0.063 -0.202 -0.774 0.1154
H 2.778333 -3.058919 1.968590 -0.008 0.045 -0.096 0.1252
H 3.069143 -2.374039 4.065980 -0.152 0.640 0.928 0.1389
H 2.130533 -0.773549 3.825630 0.083 -0.296 0.410 0.1385
C -4.974227 -3.539009 0.336690 0.775 0.122 -0.180 -0.0968
C -3.605377 -3.509149 -0.390590 -0.555 1.188 0.563 -0.0751
O -3.957287 -3.280459 -1.759470 -0.275 -0.801 -0.897 0.0403
C -5.293247 -3.267939 -1.921960 -0.721 -0.483 -0.133 -0.5660
O -5.930567 -3.178739 -2.934230 1.098 0.166 0.383 0.1452
O -5.893997 -3.444429 -0.731350 -0.811 0.231 0.296 0.0542
H -5.021987 -2.673969 0.998160 -0.375 -0.021 0.022 0.1174
H -5.198447 -4.447759 0.895260 0.212 0.023 -0.052 0.1279
H -3.013547 -4.400079 -0.180610 0.173 0.175 -0.641 0.1372
H -3.103537 -2.568749 -0.162790 0.541 -0.612 0.667 0.0983
C -5.001797 0.691111 1.275720 1.417 -1.155 0.784 -0.0723
C -4.050557 0.419201 0.037210 0.013 -0.312 2.654 -0.1541
O -4.969777 0.291391 -0.957480 -2.725 0.934 -2.105 0.0353
C -6.249187 0.726941 -0.567980 -0.791 -0.409 -3.874 -0.5170
O -7.159887 0.899241 -1.372210 2.228 -0.422 2.155 0.1193
O -6.310227 0.850091 0.727990 0.317 0.789 0.803 0.0886
H -4.638757 1.547231 1.844360 -0.538 0.329 -0.236 0.1178
H -5.078197 -0.124159 1.995170 0.278 -0.145 -0.178 0.1104
H -3.466777 -0.501209 0.049650 -0.138 0.161 0.559 0.0940
H -3.334127 1.238531 -0.022240 -0.181 0.187 -0.659 0.1269

***

no.,DFT total energy (eV),largest force on an atom (eV/Å)
1,-86793.94252,0.2
2,-215149.50615,6.4